A molecular structure, C38H30Cl2HfN5O10 in a non-equilibrium geometry, computed with the ωB97M-V functional and the def2-TZVPD basis.

The calculation puts the calculated total energy at -94155.202 eV. The calculation puts the highest occupied orbital energy at -10.602 eV. The value obtained for the orbital gap is 6.51 eV.

Structure (ORCA input):
```
! wB97M-V def2-TZVPD RIJCOSX def2/J DEFGRID3
* xyz 1 1
Hf 13.33977 11.79038 8.53179
Cl 10.21213 12.90170 10.93985
Cl 9.09005 12.09728 4.58566
O 14.79703 9.86798 5.33931
O 15.01727 10.12799 9.01350
O 20.16370 9.74173 5.70030
O 13.42412 10.86002 6.80660
O 17.70039 15.14132 6.11722
O 20.10174 11.51462 4.53036
O 16.11258 14.95549 7.56234
O 15.16028 12.59911 8.07874
O 16.45487 8.69968 8.28182
O 14.09784 12.95507 10.35552
N 19.70324 10.80439 5.38855
N 16.93256 14.47699 6.80084
N 12.40836 10.29037 10.18638
N 15.98362 9.79089 8.26764
N 10.66443 11.40812 6.96687
C 11.12955 9.51766 5.48142
C 17.13132 13.02510 6.79196
C 10.72617 16.10843 7.72325
C 8.90160 12.18276 8.54873
C 12.39966 10.51206 11.52164
C 18.16202 12.55927 6.02250
C 18.49134 11.26005 6.06924
C 9.73873 12.50252 7.25202
C 11.47575 9.41700 9.69996
C 10.47242 8.84810 10.41395
C 13.44110 13.66404 11.49747
C 11.96782 13.51330 8.11166
C 16.61675 10.81502 7.48926
C 12.03766 15.95604 7.70976
C 10.63742 8.33351 4.98103
C 9.52570 13.36448 9.36707
C 8.39221 15.04892 7.19647
C 17.74334 10.37100 6.79922
C 8.28086 14.12646 6.06778
C 16.21856 12.17231 7.49897
C 10.35976 10.18837 6.44611
C 9.22973 9.55947 7.02114
C 7.59225 14.75018 8.51753
C 8.78851 8.40657 6.47888
C 12.36434 10.03783 4.76125
C 13.71714 10.29339 5.62161
C 10.47184 13.61629 8.07729
C 12.66792 14.71490 8.03226
C 6.81653 13.44616 8.51288
C 9.74701 15.03264 8.00636
C 8.90116 14.76862 9.27102
C 13.09977 12.65989 12.58377
C 11.34974 9.96277 12.27586
C 7.41406 12.27789 8.42363
C 10.35402 9.22386 11.72704
C 9.00246 13.01805 6.06182
C 13.48987 11.21683 12.31941
C 9.42275 7.78880 5.40694
H 9.59556 8.83473 12.31322
H 9.74584 8.24778 9.86817
H 14.23986 14.32277 11.93268
H 12.70327 9.30374 4.05258
H 9.06619 11.21745 8.88203
H 14.37228 11.15699 11.73636
H 13.72914 12.89347 13.43241
H 8.24165 16.07828 6.93416
H 6.88640 15.62669 8.72653
H 18.02065 9.34790 6.98965
H 9.06342 6.87871 5.04779
H 14.87143 13.40557 10.09781
H 12.74729 16.70262 7.50264
H 11.71420 9.13965 8.70499
H 12.61254 14.34208 11.12850
H 6.85579 11.30565 8.34997
H 8.65964 9.99638 7.83447
H 13.74966 14.84441 8.00773
H 7.67432 14.34986 5.19827
H 8.91206 15.33168 10.15748
H 11.19410 7.94201 4.16854
H 7.88498 7.96593 6.94684
H 18.83198 13.25462 5.48722
H 11.38329 10.00071 13.38468
H 10.37130 17.09699 7.51049
H 11.99612 12.88070 12.81238
H 12.11666 10.94555 4.24155
H 13.65132 10.65871 13.23901
H 11.36498 11.91598 6.45899
H 5.71429 13.51868 8.48222
*
```

=====

C24H30N2O6 in the gas phase, computed with the ωB97M-V functional and the def2-TZVPD basis.

The calculation puts the calculated total energy at -40642.123 eV. As for the SMILES: CCOc1ccccc1NC(=O)COC(=O)[C@H](CC(C)C)N1C(=O)[C@H]2CC=CC[C@H]2C1=O. The calculation puts the energy above the lowest of the compared OMol25 structures with the same formula, charge and spin at 17.8 kJ/mol. The calculation puts the highest occupied orbital energy at -8.183 eV. The value obtained for the orbital gap is 8.81 eV.

Structure (ORCA input):
```
! wB97M-V def2-TZVPD RIJCOSX def2/J DEFGRID3
* xyz 0 1
O -0.99565 0.34900 0.92145
O -2.52455 2.18109 -2.92452
O -3.35649 -0.89518 -0.38435
O 1.67014 -1.22626 1.15886
O -1.39103 -4.99719 1.58169
O -1.73305 -2.39672 -0.76457
N -1.64638 1.04408 -1.14999
N -0.23385 -3.04106 1.33586
C 3.07483 -2.40973 2.77259
C -0.05971 -0.70149 -1.98235
C -1.50932 -0.25411 -1.78503
C -2.35888 3.23616 -0.72613
C 0.91789 -3.25199 2.10054
C -2.30878 -3.33118 0.14057
C 2.27108 -4.49468 3.64848
C -2.31604 -1.21183 -0.89755
C -2.21814 2.13744 -1.76266
C 1.04151 1.48173 -2.71974
C -1.25239 -3.89224 1.10500
C -1.87050 2.60781 0.58183
C 0.31760 3.72510 0.20437
C 0.03439 -0.03811 -4.43542
C -0.70144 3.36199 1.23857
C 1.84544 0.64979 2.70726
C -1.43895 1.20597 0.19900
C 3.24957 -3.52223 3.58087
C 0.73091 0.03068 -3.07781
C 1.10659 -4.36114 2.91115
C -1.55005 4.47151 -1.16795
C 1.91804 -2.26309 2.02366
C -0.08698 4.25192 -0.94076
C 2.29446 0.01979 1.39459
H 3.85480 -1.66563 2.72599
H 1.97283 0.64111 0.55390
H 0.70642 0.31254 -5.21514
H 4.15858 -3.62050 4.15491
H -0.08839 -1.76095 -2.24149
H 0.33593 -5.11174 2.95813
H -1.88080 5.33286 -0.57974
H 2.18669 0.06088 3.55532
H 2.24541 1.65677 2.79228
H 2.40736 -5.36046 4.27760
H 1.35924 3.54860 0.42208
H -2.02505 -0.17761 -2.75002
H -3.10781 -2.84479 0.71337
H -0.25669 -1.05957 -4.67018
H 1.68459 -0.50541 -3.15568
H -1.76391 4.67540 -2.21746
H 1.43147 1.56029 -1.70705
H -2.67973 2.50848 1.31101
H 1.78680 1.88201 -3.40364
H 0.46850 -0.61018 -1.03163
H 0.15230 2.09965 -2.79855
H 0.75874 0.68449 2.72563
H -1.09069 4.27368 1.70198
H 0.60252 4.53472 -1.72000
H -3.41594 3.51122 -0.67922
H -2.73612 -4.16374 -0.42501
H -0.27067 2.73947 2.02194
H -0.84983 0.59478 -4.45150
H -0.25381 -2.12832 0.89217
H 3.38702 -0.07387 1.35249
*
```

=====

A molecular structure, C8H13FLaO7S2 in a non-equilibrium geometry, computed with the ωB97M-V functional and the def2-TZVPD basis.

The calculation puts the calculated total energy at -48050.938 eV. The calculation puts the highest occupied orbital energy at -19.023 eV. The value obtained for the orbital gap is 5.28 eV.

Structure (ORCA input):
```
! wB97M-V def2-TZVPD RIJCOSX def2/J DEFGRID3
* xyz 3 1
La 4.49514 -1.57773 0.85602
S -0.28718 2.47346 1.48613
S 2.58743 0.25264 -0.32595
F -2.68424 0.09513 -2.53596
O -0.19251 3.93027 1.30551
O 1.54939 -3.06921 1.07748
O -1.12006 1.70032 0.27582
O 3.62808 0.76146 0.69930
O 1.12642 1.57127 1.27747
O 2.99406 -1.17511 -0.70673
O -1.06974 2.16886 2.70096
C -1.37935 -0.58648 -0.55562
C -2.75727 -0.13332 -1.15559
C 0.94886 0.32240 0.58225
C 0.69998 -2.23888 1.41554
C -3.80191 -1.32177 -0.95113
C 2.69075 1.36344 -1.78070
C -0.37525 0.58719 -0.26948
C 0.94494 -0.71490 1.79662
H -4.77351 -0.89748 -0.58362
H -3.93709 -1.92946 -1.87409
H 0.00010 1.02534 -1.24242
H -0.36878 -2.59840 1.42418
H -3.45637 -2.00896 -0.12745
H 2.39373 2.38743 -1.42293
H 1.97639 -0.67084 2.27148
H 1.96168 1.01143 -2.55558
H -3.21403 0.75674 -0.66742
H 3.75887 1.35151 -2.12956
H -0.93919 -1.33178 -1.27837
H 0.19281 -0.40326 2.57411
H -1.59216 -1.10132 0.41973
*
```

=====

A molecular structure, C28H56O56S14 in a non-equilibrium geometry, computed with the ωB97M-V functional and the def2-TZVPD basis.

The calculation puts the calculated total energy at -296271.148 eV. The calculation puts the energy above the lowest of the compared OMol25 structures with the same formula, charge and spin at 1286.7 kJ/mol. The calculation puts the highest occupied orbital energy at -10.848 eV. The value obtained for the orbital gap is 10.84 eV.

Structure (ORCA input):
```
! wB97M-V def2-TZVPD RIJCOSX def2/J DEFGRID3
* xyz 0 1
S 9.94298 3.81748 -4.56660
S -3.79684 -9.17081 5.57566
S 4.12269 -2.82280 9.44869
S 2.93408 11.54744 -6.12860
S -7.79967 -4.87769 -4.13288
S 0.96815 1.35377 -0.94497
S 7.04523 -5.98364 1.25643
S 1.92305 1.26643 -11.89090
S -5.68769 5.27627 -6.34568
S 7.90686 4.25979 4.47313
S -10.07092 3.62756 0.91423
S 5.38146 -6.86377 -6.93482
S -2.44694 3.81356 8.54504
S -8.36846 -1.88679 6.48123
O 5.65013 -5.76982 1.45428
O 3.53932 12.33027 -4.79858
O -8.17392 -6.26197 -4.57871
O -3.16432 -10.41553 5.14999
O -11.46924 3.46969 1.14276
O 6.34053 -6.48744 -7.95656
O -0.29553 0.42933 -1.14435
O 8.39660 5.03364 5.58637
O -8.94950 -4.36280 -2.96657
O 6.01010 -7.99834 -5.91316
O -9.62956 5.19746 0.57460
O -4.65493 -9.27860 6.73857
O 3.36435 -2.45476 8.24996
O 5.66435 -2.18697 9.35514
O -1.00610 4.08551 8.63533
O 4.38342 -8.00568 -7.58741
O 1.00249 2.48596 -11.22517
O -4.50302 -8.47016 4.22697
O -4.69011 5.96043 -7.12645
O 3.30884 10.04917 -5.54301
O 10.71743 2.42173 -4.64256
O 4.54897 -5.98368 -6.15864
O -6.37836 -4.48326 -3.79344
O -9.57748 -2.27793 5.50350
O -8.47846 -3.74626 -5.16028
O 3.38796 1.48044 -11.88419
O -2.64487 -8.04699 5.73712
O -9.38282 -0.77028 7.32727
O -9.27705 2.63045 0.10783
O 7.42193 -7.58259 1.16699
O 9.24017 3.84510 -3.24368
O -6.11318 5.78865 -5.08408
O -2.85747 2.27208 9.12403
O -7.28833 -1.24734 5.72999
O 7.26644 5.01057 3.38914
O 3.86118 11.95602 -7.18613
O 7.82087 -5.19104 0.36725
O 4.23215 -4.23104 9.91640
O 7.94509 -5.93095 2.64020
O -3.09951 4.13660 7.28231
O 9.11558 3.29953 3.85089
O 3.84934 -1.78932 10.68242
O -5.30984 3.66543 -6.10595
O 1.51495 11.74083 -6.27281
O 10.73535 5.00828 -4.93472
O -8.12137 -2.99457 7.39753
O -9.30183 3.73547 2.33277
O 0.86534 2.70337 -1.59322
O -7.05285 4.82480 -7.24256
O -3.22698 4.51367 9.78910
O 1.56148 0.28787 -10.56067
O 2.10774 0.63098 -1.47431
O 0.90659 1.40706 0.73458
O 8.93267 3.42662 -5.83966
O 7.01808 2.93167 4.91867
O 1.33709 0.59539 -13.06585
C -2.52558 -7.30654 4.55870
C 4.61961 -0.53324 10.48085
C 8.78736 -7.78230 1.40161
C -3.78972 -7.43717 3.68439
C 4.43143 10.16622 -4.60769
C 8.64732 1.92967 3.70744
C 4.69231 11.58174 -4.39632
C 5.98621 -1.14820 10.23554
C 8.97628 2.07273 -6.12229
C -0.20864 0.61409 1.09026
C -6.38671 2.77922 -6.39558
C 1.08815 2.40269 -9.81237
C 9.74015 1.40707 -5.02807
C 4.96886 -9.29938 -7.57599
C -8.97207 5.09744 2.68093
C 6.11125 -9.29562 -6.51301
C 7.23539 1.80884 4.08415
C -10.21078 -4.21254 -3.60189
C -9.94492 -3.70314 -5.04719
C 1.15992 0.94563 -9.39330
C -10.80224 -2.15639 6.11260
C -10.71069 -0.86176 6.95579
C 9.05729 -6.83000 2.64865
C -3.31875 2.31391 10.38764
C -3.94996 3.62310 10.47652
C -8.58257 5.71299 1.38422
C -7.63410 3.73351 -6.65697
C -1.22734 0.80119 -0.07774
H 5.98761 -10.10273 -5.79094
H 9.92137 -6.17638 2.76800
H 5.31519 9.76642 -5.10491
H 8.96277 -7.42924 3.55421
H 6.76031 1.90215 3.10758
H 8.75184 1.42104 2.74907
H -6.24748 2.20115 -5.48204
H 9.03123 -8.80268 1.69734
H -8.21981 3.95523 -5.76484
H 7.95084 1.70513 -6.16005
H 0.22538 0.46056 -9.11145
H 4.25983 0.15670 9.71755
H -10.84942 -3.68815 -2.89107
H -1.56935 1.83016 -0.18884
H -0.59329 0.92974 2.06004
H 6.74660 -0.57953 9.70028
H 5.27557 -9.71294 -8.53672
H -8.16306 5.18920 3.40565
H 9.32500 1.46954 4.42655
H -2.35324 2.38375 10.88865
H -7.63485 5.34749 0.98883
H 9.36559 -7.50924 0.51889
H -11.29894 -0.75009 7.86660
H -6.09047 2.23573 -7.29278
H 0.27423 2.97297 -9.36469
H -9.94715 5.36068 3.09081
H -10.64997 -5.18073 -3.84236
H -10.44791 -2.74713 -4.90178
H 4.11480 -9.86774 -7.20765
H 7.14730 -9.50558 -6.77876
H -8.24533 3.24179 -7.41374
H -4.39139 -6.52827 3.68146
H -10.84938 -3.01069 6.78791
H -4.94469 3.58218 10.03274
H 1.90218 3.01289 -9.42105
H -4.08747 3.93071 11.51313
H -8.52318 6.79969 1.44456
H 1.90316 0.69491 -8.63645
H -10.89351 -0.05161 6.24985
H 0.08594 -0.40287 1.34936
H -11.72383 -2.15768 5.53057
H 9.06459 1.03633 -4.25717
H 5.53710 11.99809 -4.94503
H -3.89300 1.43364 10.67653
H -3.54454 -7.68809 2.65239
H 4.38381 9.62294 -3.66394
H -10.53478 -4.23669 -5.79251
H 4.96223 11.80030 -3.36315
H -2.25272 -6.29919 4.87316
H -2.13081 0.19763 -0.16466
H 4.64322 0.04503 11.40451
H 7.07998 0.81690 4.50842
H -1.71869 -7.48352 3.84757
H 10.25873 0.56012 -5.47734
H 9.35021 2.02112 -7.14485
H 6.52030 -1.33848 11.16647
*
```